(1)
The following is a DFT calculation (the ωB97M-V functional and the def2-TZVPD basis) of a 6-piece molecular cluster, C16H38Cl6N4O4 overall.

* SMILES: COC[C@H](C)N.COC[C@H](C)N.ClC(Cl)Cl.ClC(Cl)Cl.CN(C)C=O.CN(C)C=O
* highest occupied orbital energy: -8.79 eV
* 2S+1: 1
* LUMO energy: 0.28 eV
* energy relative to the best compared isomer or geometry (same formula, charge and spin): 0.0 kcal/mol

Each line ends with the natural charge from an NBO analysis.
Element x y z (Å)
C 0.409 -0.069 3.593  -0.25
O -0.923 -0.274 3.957  -0.54
C -1.805 0.449 3.123  -0.06
C -3.233 0.125 3.517  -0.07
C -3.560 -1.327 3.215  -0.63
N -4.122 0.992 2.717  -0.84
H 0.709 0.985 3.711  0.16
H 0.580 -0.329 2.537  0.16
H 1.042 -0.684 4.229  0.19
H -1.617 1.522 3.302  0.16
H -1.642 0.229 2.063  0.17
H -3.353 0.326 4.587  0.17
H -3.541 -1.506 2.136  0.21
H -4.514 -1.662 3.623  0.21
H -2.797 -1.990 3.631  0.23
H -4.170 1.917 3.129  0.36
H -5.064 0.618 2.765  0.36
C 4.301 1.023 4.372  -0.25
O 4.258 1.847 3.226  -0.54
C 3.820 1.165 2.084  -0.07
C 3.924 2.090 0.884  -0.08
C 3.040 1.640 -0.273  -0.62
N 5.277 2.345 0.411  -0.83
H 3.305 0.699 4.681  0.17
H 4.812 1.583 5.154  0.20
H 4.930 0.136 4.201  0.16
H 4.407 0.251 1.901  0.16
H 2.766 0.861 2.193  0.16
H 3.516 3.051 1.216  0.19
H 1.999 1.420 -0.044  0.20
H 3.440 0.727 -0.736  0.20
H 3.114 2.405 -1.045  0.22
H 5.731 3.007 1.030  0.37
H 5.860 1.515 0.451  0.35
Cl -1.402 1.212 -3.042  0.02
C -0.753 1.613 -1.451  -0.29
Cl -0.500 0.155 -0.501  0.02
Cl -1.765 2.766 -0.595  0.04
H 0.208 2.083 -1.615  0.23
Cl 1.954 2.317 -3.733  -0.01
C 3.359 3.019 -4.556  -0.28
Cl 3.822 2.022 -5.945  0.01
Cl 4.685 3.205 -3.438  0.05
H 3.043 3.967 -4.968  0.23
C -4.449 -0.093 -0.744  -0.42
N -4.379 -1.521 -0.480  -0.44
C -3.113 -2.208 -0.640  -0.42
C -5.483 -2.194 -0.093  0.53
O -5.509 -3.344 0.297  -0.63
H -4.182 0.482 0.150  0.22
H -5.416 0.209 -1.138  0.21
H -3.697 0.172 -1.493  0.20
H -3.286 -3.276 -0.564  0.24
H -2.708 -1.961 -1.625  0.21
H -2.387 -1.900 0.117  0.18
H -6.397 -1.581 -0.169  0.10
C 1.496 -1.511 -4.479  -0.40
N 0.484 -2.483 -4.105  -0.44
C 0.860 -3.818 -3.726  -0.41
C -0.825 -2.146 -4.121  0.53
O -1.749 -2.914 -3.952  -0.62
H 1.077 -0.809 -5.198  0.21
H 2.328 -2.023 -4.961  0.21
H 1.885 -0.944 -3.628  0.19
H 1.828 -4.060 -4.165  0.20
H 0.956 -3.914 -2.639  0.20
H 0.121 -4.541 -4.058  0.23
H -1.004 -1.070 -4.280  0.11

Forces on atoms 1 to 2 (eV/Å):
0.30 0.27 -0.24
-0.16 -0.25 -0.10

(2)
The following is a DFT calculation (the ωB97M-V functional and the def2-TZVPD basis) of a 3-piece molecular cluster, C16H38ClN3O5 overall.

* SMILES: C[C@H](Cl)COC(=O)NCCCCO.COC[C@@H](C)N.COC[C@@H](C)N
* highest occupied orbital energy: -9.43 eV
* 2S+1: 1
* LUMO energy: 0.57 eV

Each line ends with the natural charge from an NBO analysis.
Element x y z (Å)
C 8.867 0.472 1.059  -0.66
C 9.357 2.023 1.261  -0.19
Cl 10.147 2.174 2.936  -0.09
C 8.155 3.146 1.152  -0.10
O 6.858 2.708 1.702  -0.54
C 5.910 3.868 1.791  0.88
O 6.195 5.086 1.254  -0.64
N 4.571 3.795 2.538  -0.64
C 3.691 2.681 1.975  -0.24
C 2.390 3.426 1.266  -0.43
C 1.335 2.388 0.553  -0.44
C 0.263 1.692 1.588  -0.08
O 0.698 0.353 2.074  -0.76
H 9.517 0.033 0.160  0.22
H 9.159 -0.106 2.048  0.24
H 7.724 0.357 0.834  0.24
H 10.158 2.288 0.442  0.23
H 8.577 4.119 1.699  0.23
H 8.023 3.405 0.012  0.20
H 4.067 4.727 2.439  0.41
H 4.320 2.053 1.210  0.21
H 3.350 2.039 2.922  0.22
H 1.847 4.186 1.991  0.21
H 2.856 4.102 0.400  0.22
H 1.922 1.592 -0.087  0.22
H 0.689 3.025 -0.222  0.22
H -0.731 1.486 0.961  0.18
H -0.059 2.388 2.490  0.18
H 0.001 -0.329 1.786  0.49
C 0.353 -1.493 -0.718  -0.26
O -0.904 -1.572 -0.063  -0.57
C -2.004 -1.865 -0.930  -0.07
C -2.194 -3.371 -1.227  -0.09
C -1.198 -3.918 -2.248  -0.61
N -2.113 -4.177 -0.001  -0.82
H 0.270 -1.071 -1.724  0.17
H 0.818 -2.480 -0.755  0.17
H 1.004 -0.845 -0.124  0.20
H -2.897 -1.513 -0.398  0.19
H -1.942 -1.275 -1.852  0.17
H -3.196 -3.497 -1.655  0.20
H -0.196 -4.047 -1.832  0.20
H -1.524 -4.901 -2.606  0.22
H -1.126 -3.256 -3.117  0.20
H -2.839 -3.863 0.645  0.35
H -1.242 -3.920 0.474  0.35
C -5.804 -2.018 0.224  -0.25
O -5.553 -1.970 -1.173  -0.56
C -6.699 -2.234 -1.988  -0.08
C -7.606 -1.004 -2.225  -0.08
C -8.492 -0.663 -1.029  -0.62
N -6.820 0.183 -2.591  -0.82
H -6.548 -2.777 0.485  0.18
H -6.119 -1.035 0.581  0.17
H -4.866 -2.266 0.728  0.18
H -6.300 -2.549 -2.960  0.18
H -7.268 -3.087 -1.598  0.17
H -8.273 -1.245 -3.062  0.19
H -7.937 -0.194 -0.213  0.20
H -9.278 0.040 -1.327  0.22
H -8.982 -1.561 -0.638  0.20
H -6.295 -0.023 -3.442  0.35
H -6.090 0.294 -1.881  0.35

Forces on atoms 1 to 2 (eV/Å):
1.02 -0.17 -0.06
-1.44 -0.21 -0.70

(3)
The following is a DFT calculation (the ωB97M-V functional and the def2-TZVPD basis) of C16H38N5O6V as an isolated structure.

* highest occupied orbital energy (spin up / spin down): -11.18 / -11.18 eV
* 2S+1: 4
* LUMO energy (spin up / spin down): -7.23 / -6.99 eV
* charge: +1
* energy relative to the best compared isomer or geometry (same formula, charge and spin): 104.3 kcal/mol
* expectation value of S²: 3.983

Each line ends with the natural charge from an NBO analysis.
Element x y z (Å)
V -1.063 3.351 -0.004  1.52
C 1.127 0.560 -0.196  -0.28
O 0.564 1.740 0.296  -0.82
H 1.476 0.777 -1.205  0.19
H 2.070 0.318 0.294  0.19
H 0.604 -0.391 -0.104  0.19
C -0.799 1.175 4.237  0.53
O -0.605 1.621 5.315  -0.59
N -1.793 0.391 3.842  -0.44
C -2.619 -0.197 4.879  -0.43
C -1.709 -0.116 2.478  -0.42
H -0.073 1.310 3.420  0.07
H -3.507 -0.335 4.262  0.21
H -2.841 0.475 5.708  0.25
H -1.980 -1.004 5.237  0.21
H -2.703 -0.241 2.049  0.20
H -1.191 0.502 1.744  0.20
H -1.318 -1.132 2.541  0.20
C 0.624 0.935 -3.778  0.53
O 0.789 -0.246 -4.088  -0.61
N 1.515 1.951 -4.054  -0.44
C 1.388 3.225 -3.374  -0.39
C 2.677 1.569 -4.866  -0.42
H -0.289 1.225 -3.236  0.09
H 2.212 3.556 -2.743  0.22
H 0.519 3.135 -2.722  0.15
H 1.154 4.016 -4.087  0.21
H 3.517 1.308 -4.222  0.20
H 2.514 0.786 -5.607  0.25
H 2.984 2.450 -5.430  0.21
C 3.709 3.758 3.995  0.53
O 3.365 4.466 3.033  -0.66
N 3.649 2.442 4.051  -0.41
C 3.922 1.589 5.220  -0.40
C 3.052 1.708 2.962  -0.43
H 3.962 4.220 4.961  0.12
H 2.992 1.147 5.578  0.20
H 4.454 2.072 6.039  0.23
H 4.509 0.758 4.829  0.20
H 1.975 1.627 3.111  0.19
H 3.144 2.300 2.051  0.23
H 3.451 0.714 2.762  0.20
C -0.022 -3.779 -3.640  0.51
O -0.426 -4.543 -4.517  -0.60
N -0.245 -3.947 -2.284  -0.45
C -1.199 -4.899 -1.796  -0.42
C 0.586 -3.249 -1.262  -0.41
H 0.503 -2.875 -3.984  0.15
H -1.716 -5.310 -2.662  0.25
H -1.998 -4.557 -1.136  0.19
H -0.584 -5.634 -1.278  0.20
H 1.140 -3.790 -0.495  0.21
H 1.363 -2.619 -1.694  0.22
H -0.036 -2.564 -0.686  0.16
C -4.777 -0.554 -2.581  0.51
O -5.902 -0.997 -2.269  -0.60
N -3.734 -0.925 -1.816  -0.44
C -2.415 -0.435 -1.975  -0.41
C -3.801 -1.808 -0.680  -0.42
H -4.517 0.072 -3.448  0.13
H -1.927 -1.072 -2.712  0.23
H -1.861 -0.399 -1.037  0.19
H -2.470 0.569 -2.397  0.17
H -2.974 -2.510 -0.571  0.20
H -3.714 -1.287 0.273  0.17
H -4.704 -2.400 -0.533  0.26

Forces on atoms 1 to 2 (eV/Å):
3.12 -3.12 0.55
1.35 0.20 -0.46